Here is a 10-piece molecular cluster, CH19O12 overall at a distorted geometry from OMol25. Energies are from the ωB97M-V functional and the def2-TZVPD basis.

Each line ends with the Löwdin charge.
Positions of all 32 atoms, in Å:
C  -11.295  32.787  -2.586  -0.690
O  -10.093  32.493  -2.454  -0.042
O  -11.679  33.180  -3.776  0.134
O  -12.192  32.545  -1.756  -0.017
H  -10.951  33.338  -4.342  0.049
O  -9.559  32.856  0.056  -0.024
H  -9.788  32.826  -0.873  -0.029
H  -8.959  33.543  0.150  -0.006
O  -8.778  34.746  -3.077  -0.030
H  -9.250  33.921  -2.919  -0.023
H  -8.930  34.878  -3.973  -0.025
O  -13.892  32.397  0.340  -0.062
H  -13.749  31.442  0.377  0.025
H  -13.369  32.686  -0.380  -0.040
O  -10.786  30.918  -5.858  -0.039
H  -11.200  30.603  -5.045  0.065
H  -11.571  31.072  -6.410  0.055
O  -13.984  30.669  -2.278  -0.055
H  -13.322  31.354  -2.228  -0.038
H  -14.706  31.110  -2.723  0.026
O  -8.473  31.236  -3.909  -0.053
H  -7.843  31.307  -3.228  0.009
H  -9.191  31.573  -3.356  -0.031
O  -11.591  30.681  -0.150  -0.083
H  -10.645  30.856  -0.114  0.011
H  -11.915  31.424  -0.700  -0.043
O  -9.833  33.490  -5.965  -0.036
H  -10.134  33.473  -6.847  0.023
H  -9.950  32.609  -5.561  0.005
O  -13.930  32.606  -5.156  -0.043
H  -13.465  31.877  -5.541  -0.004
H  -13.285  33.192  -4.753  0.010

Results
Charge: -1
E: -25918.7713 eV
Relative energy (zero: lowest compared OMol25 entry of this formula, charge and spin): 0.4664 eV
Kohn-Sham gap: 9.11 eV
E_HOMO: -0.2486 Eh
Spin multiplicity: 1

***

Here is one molecule with the formula C7H9ClN2O4 at a distorted geometry from OMol25. Energies are from the ωB97M-V functional and the def2-TZVPD basis.

Each line ends with the Löwdin charge.
Positions of all 23 atoms, in Å:
C  -0.359  -0.308  -1.624  -0.152
C  -1.376  -0.510  -0.549  -0.205
C  0.659  -1.212  0.325  -0.110
C  0.993  -0.881  -1.170  -0.244
C  -0.675  -0.609  0.774  -0.242
C  2.111  0.258  -1.235  -0.655
C  -0.694  0.753  1.392  -0.087
N  0.078  1.622  0.846  0.046
N  -1.652  1.163  2.438  -0.322
O  0.396  2.737  0.758  0.196
O  -2.249  0.212  2.907  0.107
O  1.664  1.265  -0.435  -0.131
O  -1.810  2.329  2.675  0.136
Cl  3.662  -0.477  -0.503  0.540
H  -0.770  -0.713  -2.607  0.138
H  -0.418  0.846  -1.689  0.143
H  -2.052  0.376  -0.600  0.136
H  -1.963  -1.365  -0.790  0.110
H  0.570  -2.296  0.498  0.125
H  1.499  -0.830  1.066  0.137
H  1.461  -1.703  -1.585  0.096
H  -1.474  -1.248  1.257  0.164
H  2.399  0.591  -2.151  0.072

Results
E: -31088.0607 eV
Relative energy (zero: lowest compared OMol25 entry of this formula, charge and spin): 8.0824 eV
Kohn-Sham gap (alpha / beta): 7.53 / 7.53 eV
E_HOMO (alpha / beta): -0.3688 / -0.3688 Eh
Spin multiplicity: 1

***

Here is C10H10ErN2O4S as an isolated structure at a distorted geometry from OMol25. Energies are from the ωB97M-V functional and the def2-TZVPD basis.

Each line ends with the Löwdin charge.
Positions of all 28 atoms, in Å:
Er  0.664  1.224  -0.105  1.167
C  -0.341  -0.939  0.441  -0.158
O  -1.053  -1.858  0.414  0.256
C  -0.786  0.102  -1.908  0.015
O  -1.459  -0.730  -2.356  0.236
C  1.665  -0.800  -0.921  -0.020
O  2.079  -1.893  -1.054  0.226
C  -1.686  1.076  0.468  -0.042
O  -2.662  0.802  0.984  0.267
C  1.771  4.087  -1.059  -0.095
H  1.305  4.662  -0.239  0.084
H  2.829  3.803  -0.913  0.082
C  1.150  3.917  -2.239  -0.028
H  1.668  3.484  -3.111  0.091
H  0.150  4.342  -2.434  0.093
C  -0.202  -0.828  4.362  0.023
N  0.889  -1.394  3.571  -0.106
C  1.271  -2.724  3.633  0.035
C  2.293  -2.860  2.750  0.012
N  2.503  -1.623  2.161  0.089
C  1.702  -0.692  2.728  -0.736
S  1.605  0.991  2.423  0.702
H  0.102  0.088  4.883  0.113
H  -1.018  -0.595  3.676  0.091
H  -0.554  -1.592  5.071  0.125
H  0.765  -3.427  4.303  0.167
H  2.913  -3.699  2.523  0.146
H  3.218  -1.374  1.488  0.163

Results
Charge: +3
E: -60127.4390 eV
Relative energy (zero: lowest compared OMol25 entry of this formula, charge and spin): 0.0000 eV
Kohn-Sham gap (alpha / beta): 5.67 / 5.72 eV
E_HOMO (alpha / beta): -0.7016 / -0.7016 Eh
Spin multiplicity: 4

***

Here is C38H55MoN2O6S4Si as an isolated structure at a distorted geometry from OMol25. Energies are from the ωB97M-V functional and the def2-TZVPD basis.

Each line ends with the Löwdin charge.
Positions of all 107 atoms, in Å:
Mo  0.512  0.669  0.823  1.039
C  5.023  -2.591  4.510  -0.034
C  5.551  -1.919  3.218  -0.533
C  5.055  -2.758  1.984  -0.047
C  7.077  -1.948  3.290  -0.065
C  5.095  -0.456  3.161  -0.151
C  5.517  0.459  4.146  -0.017
C  4.976  1.736  4.283  -0.067
C  4.002  2.136  3.380  -0.478
S  3.185  3.654  3.382  1.147
C  2.026  2.972  2.208  -0.464
N  2.197  1.650  1.965  -0.162
C  3.427  1.205  2.442  -0.314
C  4.042  -0.061  2.313  -0.008
C  1.016  3.644  1.502  -0.277
C  0.619  4.967  1.774  -0.015
C  -0.376  5.554  1.006  -0.041
C  -0.963  4.759  0.010  -0.061
C  -0.566  3.456  -0.266  -0.129
C  0.324  2.813  0.607  -0.235
H  5.403  -3.618  4.557  0.093
H  3.943  -2.686  4.484  0.083
H  5.366  -2.083  5.400  0.080
H  5.496  -3.758  2.090  0.087
H  5.286  -2.310  1.020  0.085
H  3.970  -2.893  2.036  0.069
H  7.486  -2.975  3.036  0.108
H  7.472  -1.701  4.265  0.071
H  7.556  -1.277  2.588  0.086
H  6.399  0.157  4.728  0.122
H  5.295  2.481  5.050  0.130
H  3.461  -0.756  1.676  0.073
H  1.205  5.505  2.552  0.117
H  -0.805  6.535  1.143  0.112
H  -1.769  5.199  -0.570  0.115
H  -0.953  2.984  -1.175  0.106
C  -3.339  -1.700  -3.605  -0.022
C  -3.328  -0.162  -3.437  -0.593
C  -2.387  0.477  -4.444  -0.027
C  -4.747  0.440  -3.407  -0.012
O  -2.748  0.104  -2.109  -0.174
Si  -3.251  -0.417  -0.630  0.016
S  -1.836  0.520  0.809  0.460
O  -3.182  -2.019  -0.344  -0.170
C  -4.004  -3.157  0.167  -0.562
C  -3.788  -4.219  -0.919  -0.013
C  -3.327  -3.616  1.493  -0.004
C  -5.430  -2.722  0.328  -0.032
O  -4.635  0.260  -0.158  -0.182
C  -5.010  1.454  0.570  -0.608
C  -6.466  1.649  0.161  -0.020
C  -4.210  2.639  0.038  -0.053
C  -4.801  1.156  2.073  -0.027
H  -3.432  -1.934  -4.667  0.095
H  -4.188  -2.062  -3.013  0.069
H  -2.416  -2.157  -3.205  0.096
H  -2.881  0.409  -5.420  0.092
H  -1.454  -0.119  -4.460  0.093
H  -2.207  1.547  -4.211  0.095
H  -5.263  0.294  -4.324  0.081
H  -4.682  1.515  -3.256  0.090
H  -5.322  0.055  -2.580  0.069
H  -2.728  -4.551  -0.944  0.097
H  -4.034  -3.748  -1.869  0.060
H  -4.464  -5.045  -0.818  0.085
H  -2.238  -3.741  1.402  0.086
H  -3.802  -4.519  1.848  0.087
H  -3.531  -2.829  2.222  0.084
H  -5.956  -2.412  -0.597  0.104
H  -5.616  -1.856  1.047  0.102
H  -5.968  -3.542  0.728  0.077
H  -6.534  1.762  -0.903  0.079
H  -6.867  2.563  0.605  0.093
H  -7.016  0.799  0.585  0.097
H  -3.771  2.421  -0.918  0.066
H  -3.454  2.950  0.779  0.069
H  -4.843  3.511  -0.097  0.086
H  -5.110  0.160  2.311  0.070
H  -5.373  1.853  2.673  0.091
H  -3.731  1.266  2.316  0.027
C  2.877  2.158  -4.259  -0.096
N  2.943  2.618  -2.897  -0.305
C  4.055  3.442  -2.556  -0.088
C  2.101  2.174  -1.831  -0.158
C  1.954  0.684  -1.783  -0.190
C  2.845  -0.142  -2.515  -0.016
C  2.606  -1.500  -2.664  -0.013
C  1.569  -2.071  -1.900  -0.058
C  0.663  -1.287  -1.214  -0.090
C  1.026  0.067  -0.983  -0.310
H  2.753  3.035  -4.892  0.086
H  2.035  1.435  -4.369  0.104
H  3.817  1.698  -4.588  0.080
H  3.773  4.524  -2.613  0.095
H  4.866  3.288  -3.291  0.090
H  4.394  3.224  -1.546  0.079
H  1.098  2.581  -2.005  0.113
H  2.451  2.659  -0.897  0.124
H  3.697  0.321  -3.050  0.119
H  3.245  -2.136  -3.286  0.125
H  1.445  -3.130  -1.815  0.096
H  -0.253  -1.725  -0.885  0.084
O  0.317  -5.950  1.926  -0.218
S  1.013  -5.852  0.706  0.681
O  0.224  -5.501  -0.450  -0.257
O  2.402  -6.145  0.605  -0.221
S  0.905  -0.496  2.614  0.302

Results
Charge: +1
E: -108632.3479 eV
Kohn-Sham gap (alpha / beta): 5.56 / 5.29 eV
E_HOMO (alpha / beta): -0.3748 / -0.3747 Eh
Spin multiplicity: 1

***

Here is CH4BrCoN2O as an isolated structure at a distorted geometry from OMol25. Energies are from the ωB97M-V functional and the def2-TZVPD basis.

Each line ends with the Löwdin charge.
Positions of all 10 atoms, in Å:
Co  -11.938  17.387  -15.893  0.749
Br  -12.670  18.305  -13.917  0.307
C  -9.071  20.429  -11.856  -0.652
O  -9.859  21.333  -11.634  0.036
N  -7.697  20.644  -11.945  0.144
N  -9.496  19.141  -12.134  0.130
H  -7.103  19.839  -12.049  0.085
H  -7.292  21.411  -11.440  0.104
H  -10.482  19.071  -12.289  0.012
H  -8.880  18.395  -12.389  0.084

Results
Charge: +1
E: -113789.1976 eV
Relative energy (zero: lowest compared OMol25 entry of this formula, charge and spin): 0.0000 eV
Kohn-Sham gap (alpha / beta): 4.69 / 3.62 eV
E_HOMO (alpha / beta): -0.4590 / -0.4589 Eh
Spin multiplicity: 4

***

Here is C21H35BO2P2Pt as an isolated structure at a distorted geometry from OMol25. Energies are from the ωB97M-V functional and the def2-TZVPD basis.

Each line ends with the Löwdin charge.
Positions of all 62 atoms, in Å:
P  2.425  -1.610  0.748  0.871
P  0.944  1.499  0.343  0.833
C  2.991  -0.436  -0.578  -0.428
C  2.515  1.034  -0.550  -0.419
H  2.683  -0.894  -1.533  0.059
H  4.089  -0.447  -0.526  0.069
H  3.291  1.688  -0.119  0.070
H  2.349  1.367  -1.589  0.066
C  0.495  3.046  -0.553  -0.315
H  0.885  3.910  -0.002  0.036
H  -0.597  3.096  -0.608  0.012
H  0.896  3.036  -1.573  0.026
C  1.600  2.265  1.872  -0.294
H  0.811  2.898  2.295  0.045
H  2.480  2.870  1.619  0.042
H  1.847  1.470  2.581  0.023
C  2.495  -3.193  -0.209  -0.297
H  3.005  -3.972  0.371  0.030
H  3.006  -3.065  -1.174  0.036
H  1.465  -3.521  -0.400  0.017
C  3.926  -1.828  1.798  -0.297
H  4.658  -1.033  1.614  0.032
H  4.384  -2.817  1.679  0.030
H  3.579  -1.740  2.834  0.017
Pt  -1.495  0.380  -1.634  1.049
C  -1.227  1.302  -3.445  -0.344
C  -2.618  1.365  -3.033  -0.354
C  -3.649  0.402  -3.590  -0.214
C  -3.253  -1.094  -3.460  -0.200
C  -2.244  -1.369  -2.358  -0.339
C  -0.801  -1.293  -2.580  -0.353
C  -0.272  -1.001  -3.959  -0.215
C  -0.755  0.355  -4.528  -0.196
C  -1.374  -1.835  0.995  -0.001
H  -0.675  2.244  -3.353  0.080
H  -3.000  2.350  -2.721  0.093
H  -3.890  0.632  -4.634  0.107
H  -4.578  0.550  -3.015  0.107
H  -4.171  -1.651  -3.228  0.106
H  -2.894  -1.505  -4.411  0.103
H  -2.560  -2.105  -1.608  0.081
H  -0.184  -1.943  -1.945  0.081
H  -0.513  -1.820  -4.651  0.109
H  0.821  -0.980  -3.899  0.097
H  0.091  0.829  -5.045  0.106
H  -1.542  0.220  -5.277  0.103
H  -1.081  -2.872  1.151  0.078
H  -0.697  -1.376  0.252  0.009
H  -2.407  -1.777  0.635  0.064
O  -2.215  -0.169  2.820  0.183
B  -1.261  -1.081  2.326  -0.595
O  -0.127  -1.114  3.163  0.148
C  -0.302  -0.076  4.040  -0.209
C  0.504  0.300  5.096  -0.008
C  -0.061  1.190  6.021  -0.093
C  -1.320  1.754  5.820  -0.093
C  -2.095  1.437  4.698  0.002
C  -1.582  0.494  3.835  -0.198
H  1.506  -0.118  5.204  0.121
H  0.508  1.452  6.913  0.102
H  -1.727  2.451  6.552  0.101
H  -3.081  1.850  4.511  0.121

Results
E: -48938.8285 eV
Relative energy (zero: lowest compared OMol25 entry of this formula, charge and spin): 0.0000 eV
Kohn-Sham gap (alpha / beta): 5.71 / 7.75 eV
E_HOMO (alpha / beta): -0.1875 / -0.2913 Eh
Spin multiplicity: 3

***

Here is a 2-piece molecular cluster, C4H9N overall at a distorted geometry from OMol25. Energies are from the ωB97M-V functional and the def2-TZVPD basis.

Each line ends with the Löwdin charge.
Positions of all 14 atoms, in Å:
C  -2.017  -0.095  0.021  -0.155
C  -0.766  0.700  0.026  -0.213
C  0.481  0.102  0.104  -0.586
C  0.596  -1.311  0.056  0.061
N  1.688  0.779  0.012  0.061
H  -2.270  -0.510  1.006  0.073
H  -1.902  -0.949  -0.662  0.053
H  -2.882  0.434  -0.396  0.069
H  -0.759  1.707  -0.366  0.086
H  0.562  -0.600  -1.570  0.270
H  -0.189  -2.013  0.316  0.065
H  1.557  -1.783  -0.061  0.044
H  1.717  1.725  0.341  0.089
H  2.539  0.244  -0.069  0.083

Results
E: -5779.5988 eV
Relative energy (zero: lowest compared OMol25 entry of this formula, charge and spin): 4.2132 eV
Kohn-Sham gap: 6.91 eV
E_HOMO: -0.2557 Eh
Spin multiplicity: 1